An isolated molecule of C5H8ClNS at a distorted geometry. Source: the Open Molecules 2025 dataset; level of theory: ωB97M-V/def2-TZVPD.

```
16
Properties=species:S:1:pos:R:3:forces:R:3:lowdin_charge:R:1
C -1.56696 1.14542 -0.89926 -1.16 2.01 -1.86 -0.1335
C -1.56014 -0.20176 -0.30676 -1.75 -1.31 0.67 -0.6987
Cl -3.07710 -1.12337 0.05535 -0.12 1.03 -0.90 0.5856
C -0.59435 -0.96328 0.15482 1.99 -1.91 -0.24 -0.2168
N 0.75492 -0.55188 0.27171 0.82 2.57 1.45 -0.2215
C 1.17878 0.55674 1.18527 -2.71 3.22 -1.31 -0.0936
C 1.77437 -1.10807 -0.34568 -0.31 -4.29 -1.66 -0.7630
S 3.33740 -0.69752 -0.43499 0.56 0.44 0.13 0.6254
H -2.68925 1.74204 -0.59158 3.94 -1.47 -0.66 0.1502
H -1.64446 1.08704 -2.20880 0.46 0.09 4.07 0.1592
H -0.48525 1.60432 -0.54528 -3.18 -0.45 -1.20 0.1079
H -0.70834 -2.07648 0.29119 -0.22 1.47 0.26 0.1258
H 1.82425 1.32786 0.65222 -0.66 -1.29 0.40 0.0743
H 1.72771 0.21867 2.03227 0.23 -0.53 0.63 0.0650
H 0.22504 1.21009 1.49202 1.95 -1.84 -0.34 0.1244
H 1.50337 -2.16982 -0.80250 0.15 2.24 0.57 0.1093
```
Positions in Å, forces in eV/Å.

Energy above the lowest of the compared OMol25 structures with the same formula, charge and spin ... 66.8 kcal/mol
SMILES ... C/C(Cl)=C\N(C)C=S
HOMO level ... -8.43 eV
DFT total energy ... -30159.268 eV
Frontier orbital gap ... 0.324 Eh

A structure of composition C6H13O3Pr at a distorted geometry. Source: the Open Molecules 2025 dataset; level of theory: ωB97M-V/def2-TZVPD.

```
23
Properties=species:S:1:pos:R:3:forces:R:3:lowdin_spin:R:1
C 2.25944 1.67287 -0.69184 -2.01 2.16 -0.66 0.7159
O 2.09479 0.93393 0.52820 1.03 1.57 0.47 0.1203
C 2.67306 -0.36073 0.42817 2.89 -1.22 -0.79 0.2029
C 1.63389 -1.30854 -0.11713 0.68 -0.36 -2.25 0.0391
O 0.32132 -1.04020 0.43349 0.08 0.17 0.06 0.0202
C -0.76467 -1.52862 -0.33626 -0.53 -0.51 -0.81 0.0090
C -2.00728 -0.80722 0.11896 -0.37 -0.78 0.12 0.0023
O -1.71057 0.58536 0.10384 -0.30 -0.26 -0.43 -0.0294
C -2.84912 1.41731 0.27696 -0.82 0.44 0.07 -0.0220
Pr 0.22112 1.17624 1.26277 -3.02 1.48 3.14 1.7238
H 2.36681 2.76120 -0.64821 1.87 -0.25 0.78 0.0523
H 1.28220 1.79780 -1.21824 0.38 -1.65 -0.46 0.0426
H 3.69457 0.51304 0.13883 0.18 -2.86 -1.76 0.0994
H 1.89644 -2.35691 0.08669 -0.01 0.42 0.12 0.0030
H 1.56403 -1.20341 -1.21171 -0.38 -0.11 0.08 0.0031
H -0.88141 -2.61440 -0.20464 0.05 0.27 0.00 0.0006
H -0.58127 -1.31871 -1.40226 -0.04 -0.08 0.27 0.0006
H -2.29869 -1.10933 1.13782 0.01 0.04 -0.25 0.0004
H -2.83918 -1.02519 -0.56662 0.18 0.10 0.17 0.0005
H -2.50737 2.45638 0.21701 -0.10 -0.21 -0.03 -0.0166
H -3.57658 1.21790 -0.52193 0.18 0.07 0.19 -0.0012
H -3.31076 1.23747 1.25930 0.05 0.04 -0.26 -0.0022
H 3.31923 -1.09623 0.92681 0.00 1.54 2.20 0.0354
```
Positions in Å, forces in eV/Å.

Multiplicity ... 4
Energy above the lowest of the compared OMol25 structures with the same formula, charge and spin ... 235.8 kcal/mol
HOMO level (alpha / beta) ... -8.29 / -8.46 eV
DFT total energy ... -26625.514 eV
<S²> ... 4.238
Charge ... +1
Frontier orbital gap (alpha / beta) ... 0.170 / 0.114 Eh

A cluster of 5 separate species, H12NO4 in total at a distorted geometry. Source: the Open Molecules 2025 dataset; level of theory: ωB97M-V/def2-TZVPD.

```
17
Properties=species:S:1:pos:R:3:forces:R:3:lowdin_charge:R:1
N 1.19067 0.52127 -1.02979 -2.03 -2.53 -1.34 0.2641
H 0.51455 0.52551 -0.22478 1.17 1.55 1.09 0.0871
H 0.64822 0.83573 -1.86948 0.27 -0.12 0.14 0.0745
H 1.13624 -0.51810 -1.03214 0.67 0.05 -0.79 0.1235
H 2.16756 0.74194 -1.16419 0.14 0.64 1.18 0.1489
H -3.19846 0.37055 4.40970 0.13 0.71 -0.87 0.0665
H -1.76985 0.26919 4.11758 -0.08 0.51 -0.28 0.0364
O -2.54524 0.75445 3.77732 0.08 -1.27 1.19 -0.0801
H -0.86696 0.77377 -3.84969 -0.03 -0.72 0.25 0.0783
H -0.30448 2.10166 -3.67186 0.44 0.09 0.52 0.0860
O -0.24955 1.22268 -3.26138 -0.48 0.72 -0.89 -0.0387
H 1.31606 -3.25782 -1.38844 0.49 -0.30 -0.17 0.0433
H 2.79665 -2.98905 -0.86954 -0.10 -0.34 -0.39 0.0453
O 1.86028 -2.94171 -0.66217 -0.46 0.84 0.47 -0.0498
H -0.66222 0.02446 2.00547 0.14 0.04 -0.61 0.0741
H -0.51369 1.42775 1.44816 -0.19 0.43 0.13 0.0716
O -0.26203 0.52190 1.26909 -0.16 -0.31 0.37 -0.0310
```
Positions in Å, forces in eV/Å.

Energy above the lowest of the compared OMol25 structures with the same formula, charge and spin ... 33.1 kcal/mol
HOMO level ... -14.50 eV
DFT total energy ... -9868.618 eV
Charge ... +1
Frontier orbital gap ... 0.419 Eh

A cluster of 2 separate species, C4H7BrOS in total at a distorted geometry. Source: the Open Molecules 2025 dataset; level of theory: ωB97M-V/def2-TZVPD.

```
14
Properties=species:S:1:pos:R:3:forces:R:3:lowdin_charge:R:1
C 1.21498 0.18982 -0.15884 -0.31 -2.36 0.80 -0.3008
C 2.42881 0.44326 0.14308 2.20 0.31 0.08 -0.6523
C -1.19676 -0.14717 -0.18586 -0.77 0.23 2.91 -0.1194
C -0.06612 0.76320 0.15772 -1.81 3.22 2.40 -0.3110
O 2.85457 -3.12492 0.03331 0.72 1.07 -0.65 -0.5615
S 4.04667 -2.11518 -0.56936 -0.43 -0.39 0.14 0.6307
Br 3.44833 1.72183 0.93967 0.02 0.32 0.01 0.7323
H 1.11346 -0.87346 -0.36924 0.06 -0.23 -0.86 0.0932
H -1.19334 -0.39315 -1.18465 0.24 -1.26 -2.19 0.0464
H -2.17435 0.33999 -0.02750 0.39 -0.24 0.31 0.0848
H -1.04885 -0.97748 0.56569 -0.74 0.24 -1.36 0.1061
H -0.26635 1.07855 1.27842 1.08 -0.81 -1.73 0.1576
H -0.12862 1.74534 -0.29607 -0.26 0.26 -0.54 0.1090
H 2.57198 -2.59308 0.78000 -0.38 -0.35 0.69 -0.0151
```
Positions in Å, forces in eV/Å.

Energy above the lowest of the compared OMol25 structures with the same formula, charge and spin ... 97.9 kcal/mol
HOMO level (alpha / beta) ... -9.26 / -8.36 eV
DFT total energy ... -87181.415 eV
Frontier orbital gap (alpha / beta) ... 0.322 / 0.252 Eh

A structure of composition C3H3CdLiO3 at a distorted geometry. Source: the Open Molecules 2025 dataset; level of theory: ωB97M-V/def2-TZVPD.

```
11
Properties=species:S:1:pos:R:3:forces:R:3:lowdin_spin:R:1
O 0.65030 0.95924 0.99864 0.36 -1.16 -0.62 0.0159
Cd -2.11851 0.54007 -0.05128 -0.48 0.14 -0.13 0.6682
C 1.92803 1.14518 0.54954 0.71 0.72 0.13 0.0049
C 0.01946 -0.11406 0.19474 -0.17 0.30 -0.35 0.2396
O 2.09438 0.59201 -0.60755 -0.42 -0.08 0.78 0.0067
C 0.88684 -0.12196 -1.03972 -0.27 -0.09 -0.15 0.0147
H 0.47432 0.44448 -1.88264 0.06 -0.17 0.23 0.0023
H 1.17028 -1.13184 -1.35517 -0.05 0.27 0.09 0.0003
H -0.55005 -1.81511 1.04444 0.00 -0.17 -0.13 0.0053
Li 0.89251 -0.38211 2.61436 0.19 0.23 -0.25 0.0145
O 0.24399 -1.27336 1.00990 0.07 0.01 0.40 0.0277
```
Positions in Å, forces in eV/Å.

Multiplicity ... 2
Energy above the lowest of the compared OMol25 structures with the same formula, charge and spin ... 0.0 kcal/mol
HOMO level (alpha / beta) ... -11.64 / -13.51 eV
DFT total energy ... -14062.002 eV
<S²> ... 0.757
Charge ... +1
Frontier orbital gap (alpha / beta) ... 0.272 / 0.300 Eh

A structure of composition C33H25AuFNO5P. Source: the Open Molecules 2025 dataset; level of theory: ωB97M-V/def2-TZVPD.

```
67
Properties=species:S:1:pos:R:3:forces:R:3:lowdin_spin:R:1
Au 0.79556 -1.11072 -0.12311 0.07 0.16 -0.57 0.5132
C 2.17446 4.03713 -5.24243 0.10 -0.05 0.03 -0.0001
C 0.70748 4.03880 -4.83129 0.14 0.01 0.09 -0.0001
C 0.13121 5.42994 -4.64142 -0.01 0.04 0.13 0.0000
C 0.83664 6.14946 -3.49895 -0.04 -0.06 0.11 0.0002
C 0.84875 5.29388 -2.24976 0.01 0.13 -0.24 0.0007
C 0.99318 5.86103 -1.00656 0.02 0.23 -0.05 -0.0006
C 0.98702 5.06804 0.13771 0.02 0.13 0.13 0.0000
F 1.13803 5.67128 1.32555 -0.02 -0.05 -0.10 0.0001
C 0.82363 3.71845 0.08294 -0.03 -0.27 0.06 0.0009
C 0.66372 3.11249 -1.17269 -0.01 -0.25 0.07 0.0104
C 0.47527 1.66565 -1.25981 0.06 -0.08 0.43 0.0123
O 0.50193 1.01986 -0.14958 0.19 0.35 -0.37 0.1967
C 0.25643 1.12258 -2.54006 -0.10 -0.26 0.20 0.0030
C 0.31049 1.96008 -3.63052 0.03 0.28 -0.16 -0.0004
N 0.53773 3.26604 -3.56876 -0.03 0.04 0.01 -0.0010
C 0.68924 3.89444 -2.33086 -0.03 -0.07 -0.31 0.0014
C -0.11914 -0.30502 -2.86359 0.02 -0.31 0.12 0.0100
O -0.50224 -0.59345 -3.97739 0.15 0.22 0.31 0.0069
O -0.04174 -1.21622 -1.91311 -0.19 0.14 -0.37 0.1484
H 2.30953 4.63911 -6.14504 -0.02 -0.07 0.10 0.0000
H 2.51050 3.01964 -5.45607 0.00 0.09 0.02 0.0000
H 2.81191 4.44618 -4.45303 -0.06 -0.05 -0.10 0.0000
H 0.12655 3.51250 -5.58222 -0.11 -0.11 -0.05 0.0000
H -0.93532 5.34647 -4.42273 -0.03 0.01 -0.01 0.0000
H 0.23268 5.98519 -5.57356 0.01 0.00 0.01 0.0000
H 0.33676 7.09480 -3.28232 0.04 -0.04 0.01 0.0000
H 1.86282 6.39756 -3.78352 -0.02 0.00 0.03 0.0000
H 1.10651 6.93713 -0.90292 -0.01 -0.15 0.00 0.0000
H 0.81780 3.11246 0.97863 0.01 0.05 -0.04 0.0006
H 0.15003 1.52817 -4.61146 0.02 0.03 0.00 0.0003
O 3.71652 -2.54790 1.03242 0.04 -0.03 -0.08 0.0418
C 2.53706 -2.60461 1.20719 -0.21 0.18 0.42 0.0225
O 1.78034 -1.55838 1.67230 0.04 -0.34 -0.15 0.1747
C 1.69165 -3.82660 0.95969 -0.05 0.12 0.02 0.0268
C 2.09086 -4.80492 0.06113 0.09 -0.05 0.05 0.0093
C 1.27691 -5.90828 -0.14766 -0.01 -0.08 -0.04 0.0102
C 0.08922 -6.05188 0.56206 -0.01 0.00 0.02 0.0099
C -0.30237 -5.08960 1.48461 0.03 -0.04 -0.02 0.0146
C 0.48606 -3.95585 1.66294 0.08 0.17 -0.14 0.0441
P 0.01598 -2.58896 2.73860 0.07 -0.25 0.04 0.4368
C -0.80524 -3.29962 4.15889 0.08 0.08 0.02 0.0784
C -0.20976 -4.40239 4.78771 -0.10 -0.04 0.06 0.0495
C -0.78743 -4.93424 5.92788 0.02 0.03 -0.02 -0.0052
C -1.93617 -4.35452 6.45969 0.01 -0.01 0.01 0.0574
C -2.51500 -3.24652 5.85145 0.02 0.05 -0.03 -0.0024
C -1.94547 -2.70309 4.70993 -0.04 -0.08 0.02 0.0506
C -1.13246 -1.46429 1.93481 -0.05 0.07 0.10 0.0455
C -2.09032 -1.92855 1.03153 -0.11 0.02 -0.09 0.0130
C -2.97197 -1.02851 0.44936 0.02 -0.02 0.00 0.0018
C -2.90283 0.32303 0.76950 0.01 -0.02 0.01 0.0013
C -1.94878 0.78487 1.66700 -0.03 -0.05 0.07 -0.0005
C -1.06035 -0.10631 2.25153 -0.07 0.07 0.12 0.0079
H 3.03575 -4.69507 -0.45841 -0.06 0.02 0.04 0.0000
H 1.57278 -6.67045 -0.86103 -0.04 0.09 0.08 0.0004
H -0.53822 -6.91928 0.39397 0.05 0.05 0.04 0.0006
H -1.21287 -5.22050 2.05601 -0.01 0.01 -0.02 0.0000
H 0.69227 -4.84509 4.37815 -0.05 0.03 0.03 0.0013
H -0.33978 -5.79549 6.40892 -0.02 0.06 -0.02 -0.0013
H -2.37631 -4.76307 7.36190 0.01 0.01 -0.08 0.0032
H -3.41221 -2.80382 6.26835 0.08 -0.03 -0.02 -0.0009
H -2.39499 -1.83843 4.23369 0.03 -0.07 0.05 0.0021
H -2.14120 -2.97933 0.77003 0.01 0.03 0.02 0.0003
H -3.71178 -1.38318 -0.25813 0.05 0.02 0.04 0.0004
H -3.59805 1.01888 0.31406 0.05 -0.04 0.02 0.0001
H -1.89107 1.83982 1.90831 0.00 -0.07 -0.02 0.0001
H -0.29821 0.24917 2.93952 -0.07 -0.02 -0.08 0.0030
```
Positions in Å, forces in eV/Å.

Multiplicity ... 3
HOMO level (alpha / beta) ... -11.00 / -11.45 eV
DFT total energy ... -62046.375 eV
<S²> ... 2.015
Charge ... +1
Frontier orbital gap (alpha / beta) ... 0.299 / 0.236 Eh

A structure of composition C2H2ClNS2 at a distorted geometry. Source: the Open Molecules 2025 dataset; level of theory: ωB97M-V/def2-TZVPD.

```
8
Properties=species:S:1:pos:R:3:forces:R:3:lowdin_charge:R:1
C 0.15448 -0.57827 0.10049 -0.83 0.30 0.09 -0.3922
C 1.35907 -0.00736 -0.09790 0.28 1.18 -0.03 -0.4125
N -0.27179 1.87029 0.06657 0.16 -0.01 0.08 -0.6986
S -1.15972 0.53495 0.23969 0.60 -0.06 -0.23 0.9693
S 1.32092 1.72458 -0.15778 -1.29 -1.39 0.07 1.0134
Cl -3.65953 -1.40619 -0.10364 1.05 0.48 0.06 -0.6471
H -0.04375 -1.63078 0.17405 -0.15 -0.26 -0.05 0.0877
H 2.30033 -0.50721 -0.22149 0.18 -0.24 0.00 0.0801
```
Positions in Å, forces in eV/Å.

Energy above the lowest of the compared OMol25 structures with the same formula, charge and spin ... 16.2 kcal/mol
HOMO level (alpha / beta) ... -7.72 / -7.72 eV
DFT total energy ... -37786.828 eV
Frontier orbital gap (alpha / beta) ... 0.178 / 0.178 Eh

A cluster of 2 separate species, CH6N2 in total at a distorted geometry. Source: the Open Molecules 2025 dataset; level of theory: ωB97M-V/def2-TZVPD.

```
9
Properties=species:S:1:pos:R:3:forces:R:3:lowdin_charge:R:1
C 0.38238 1.73048 0.13745 -1.16 1.47 3.07 -0.1792
N 1.16252 0.94780 -0.41204 1.83 -0.33 -1.55 0.0238
H 0.22481 1.52800 1.20154 -0.75 -0.48 -0.02 0.0560
H -0.09070 2.70336 -0.08124 0.59 -0.24 -1.08 0.0712
H 1.54284 1.34159 -1.27689 -0.53 -0.43 -0.43 0.0488
N -0.93462 -2.11933 -0.06016 -1.57 0.67 -1.48 0.0567
H -0.63431 -1.18881 -0.18587 0.46 1.01 -0.04 -0.0340
H -1.46070 -2.21442 0.75406 -0.83 -0.15 1.47 -0.0169
H -0.19220 -2.72866 -0.07684 1.97 -1.51 0.06 -0.0264
```
Positions in Å, forces in eV/Å.

Energy above the lowest of the compared OMol25 structures with the same formula, charge and spin ... 25.0 kcal/mol
SMILES ... C=N.N
HOMO level ... -9.60 eV
DFT total energy ... -4113.250 eV
Frontier orbital gap ... 0.394 Eh